<1>
# C4H6N2OS

A single C4H6N2OS molecule (ωB97M-V/def2-TZVPD, the OMol25 dataset).

Atoms and positions in Å:
C -1.649 -0.565 -0.930
N -0.836 0.038 0.131
C -0.451 1.382 -0.185
O 0.398 2.042 0.484
N -0.289 -0.866 0.884
C 0.973 -0.779 1.112
C 2.042 0.128 0.676
S 2.351 -0.116 -1.015
H -2.046 0.186 -1.601
H -1.004 -1.276 -1.715
H -2.473 -1.296 -0.282
H -1.084 1.896 -1.066
H 1.258 -1.314 2.073
H 2.810 0.540 1.434

Structure (SMILES)   CN(C=O)/N=C\C=S
Frontier orbital gap   7.74 eV

Löwdin atomic charge list, values in e, 5 entries: -0.09, -0.23, -0.24, -0.04, 0.04


<2>
# C4H6N2OS

A single C4H6N2OS molecule (ωB97M-V/def2-TZVPD, the OMol25 dataset).

Atoms and positions in Å:
O -0.245 -2.030 1.128
N 1.093 -1.541 1.312
C 1.519 -0.901 0.246
C 1.056 -0.801 -1.093
C -0.102 -0.326 -1.709
C -1.197 0.041 -0.784
N -1.393 0.917 0.114
S -0.266 2.185 0.214
H -0.455 -2.114 2.043
H 2.760 -0.886 0.301
H 1.696 -1.431 -1.868
H -0.152 -0.286 -2.881
H -1.998 -0.680 -0.777
H -1.191 2.975 0.791

Structure (SMILES)   O\N=C/C=C\C=N/S
Frontier orbital gap   8.90 eV

Löwdin atomic charge list, values in e, 5 entries: -0.06, 0.02, -0.22, -0.14, -0.08


<3>
# C4H6N2OS

A single C4H6N2OS molecule (ωB97M-V/def2-TZVPD, the OMol25 dataset).

Atoms and positions in Å:
N -2.005 0.698 -1.592
S -0.280 0.914 -0.860
O 0.495 1.887 -1.579
C 0.434 -0.714 -1.053
C 0.921 -1.154 0.265
C 0.628 -0.591 1.491
C -0.118 0.621 1.651
N -0.421 1.331 0.678
H -2.419 1.542 -1.237
H 1.121 -0.913 -1.908
H -0.600 -1.317 -1.162
H 1.641 -1.996 0.232
H 0.846 -1.189 2.427
H -0.242 0.882 2.647

Structure (SMILES)   N=[S@]1(=O)CC=CC=N1
Frontier orbital gap (spin up / spin down)   7.18 / 7.18 eV

Löwdin atomic charge list, values in e, 5 entries: -0.19, 0.74, -0.35, -0.26, -0.11


Of them, the most stable is <1> and the least stable is <3>.


<1>
# C5H6N2O3

A single C5H6N2O3 molecule (ωB97M-V/def2-TZVPD, the OMol25 dataset).

Atoms and positions in Å:
C -2.522 -0.250 0.705
C -1.726 -0.208 -0.630
O -0.332 -0.474 -0.301
C 0.374 0.599 -0.293
C 2.052 0.287 -0.006
C 2.901 1.373 0.071
N 3.534 2.327 0.228
N 2.556 -1.047 -0.029
O 3.693 -1.213 0.385
O 1.759 -1.911 -0.395
H -3.541 -0.699 0.351
H -2.172 -0.868 1.449
H -2.822 0.763 1.209
H -1.770 0.844 -1.106
H -2.072 -1.130 -1.274
H 0.089 1.608 -0.364

Structure (SMILES)   CCO/C=C(/C#N)[N+](=O)[O-]
Frontier orbital gap (spin up / spin down)   7.67 / 7.67 eV

Löwdin atomic charge list, values in e, 5 entries: -0.07, -0.18, -0.06, 0.09, -0.08


<2>
# C5H6N2O3

A single C5H6N2O3 molecule (ωB97M-V/def2-TZVPD, the OMol25 dataset).

Atoms and positions in Å:
N -3.244 -0.545 -0.374
C -2.705 0.615 0.037
O -3.252 1.615 -0.470
C -1.256 0.607 0.217
C -0.065 0.634 0.428
C 1.382 0.649 0.692
O 1.933 1.920 0.536
C 2.115 -0.335 -0.256
N 1.867 -1.633 -0.085
O 2.877 0.132 -1.092
H -3.105 -1.357 0.214
H -3.962 -0.232 -1.144
H 1.542 0.293 1.726
H 2.350 1.921 -0.343
H 2.367 -2.319 -0.636
H 1.155 -1.964 0.551

Structure (SMILES)   NC(=O)C#C[C@H](O)C(N)=O
Frontier orbital gap   10.14 eV

Löwdin atomic charge list, values in e, 5 entries: 0.12, -0.54, 0.02, 0.09, 0.07


Of them, the most stable is <2> and the least stable is <1>.


<1>
# C6H13NO

2 unconnected molecules or ions with the total composition C6H13NO (ωB97M-V/def2-TZVPD, the OMol25 dataset).

Atoms and positions in Å:
C 0.957 -0.232 -1.377
C -0.400 -0.952 -1.002
C -1.064 -0.755 0.374
C -1.259 -1.738 1.332
C -1.339 1.356 1.809
C -1.422 0.749 0.608
N 2.230 -0.611 -0.833
H 1.100 -0.179 -2.491
H 0.769 0.893 -1.295
H -0.304 -1.948 -1.212
H -1.209 -0.546 -1.689
H -0.550 -2.563 1.359
H -1.874 -1.592 2.099
H -1.090 2.358 1.985
H -1.451 0.771 2.725
H -1.557 1.274 -0.362
H 2.557 -1.329 -1.509
H 2.050 -0.921 0.233
H 2.001 1.919 -0.477
H 0.606 1.636 -0.164
O 1.248 2.411 -0.113

2S+1   2
Net charge   +1
Frontier orbital gap (spin up / spin down)   8.41 / 5.12 eV

Löwdin atomic charge list, values in e, 5 entries: -0.31, -0.10, -0.12, 0.24, 0.17


<2>
# C6H13NO

A gas-phase ion, C6H13NO (charge +1) (ωB97M-V/def2-TZVPD, the OMol25 dataset).

Atoms and positions in Å:
O -0.310 -1.196 1.780
C -0.206 -1.876 0.535
C 0.318 -1.066 -0.683
C 0.915 0.337 -0.375
C 1.676 0.505 0.839
C -0.138 1.478 -0.569
C -1.406 1.387 0.273
N -0.537 -0.906 -1.864
H -1.248 -2.135 0.311
H 0.321 -2.823 0.648
H 1.653 0.599 -1.160
H 0.396 -0.521 1.798
H 1.808 1.504 1.248
H 2.546 -0.137 0.995
H 0.339 2.449 -0.417
H -0.424 1.403 -1.617
H -1.238 1.429 1.352
H -1.895 0.424 0.134
H -2.103 2.173 -0.013
H 0.940 -1.587 -1.439
H -1.405 -1.441 -1.777

2S+1   2
Net charge   +1
Frontier orbital gap (spin up / spin down)   5.93 / 6.39 eV

Löwdin atomic charge list, values in e, 5 entries: -0.01, -0.16, -0.31, -0.29, 0.33


Of them, the most stable is <1> and the least stable is <2>.


<1>
# C3H6N4

A single C3H6N4 molecule (ωB97M-V/def2-TZVPD, the OMol25 dataset).

Atoms and positions in Å:
C -1.479 0.299 -0.482
N 0.592 0.175 0.115
C -0.715 -0.207 0.701
N 1.738 -0.604 0.273
C -0.090 0.670 -1.097
N 0.604 1.538 -0.285
N -1.011 -0.794 1.751
H 2.476 -0.028 0.671
H 2.061 -0.959 -0.623
H -0.234 -1.098 2.330
H -2.053 -0.484 -0.975
H -2.100 1.170 -0.293
H 0.211 0.321 -2.084

Frontier orbital gap   8.79 eV

Löwdin atomic charge list, values in e, 5 entries: -0.05, -0.29, -0.34, 0.12, -0.30


<2>
# C3H6N4

A single C3H6N4 molecule (ωB97M-V/def2-TZVPD, the OMol25 dataset).

Atoms and positions in Å:
N 2.483 -0.251 -0.010
C 1.149 -0.022 -0.075
C 0.012 -0.833 -0.115
N -1.015 0.107 -0.122
N -2.359 -0.140 0.054
C -0.495 1.345 -0.070
N 0.819 1.370 -0.103
H 3.012 0.612 0.285
H 2.859 -1.152 0.345
H -0.055 -1.935 -0.537
H -2.719 -0.907 -0.615
H -2.538 -0.442 1.065
H -1.153 2.247 -0.100

Structure (SMILES)   Nc1cn(N)cn1
Frontier orbital gap   8.46 eV

Löwdin atomic charge list, values in e, 5 entries: 0.07, -0.43, -0.05, -0.26, 0.04


Of them, the most stable is <2> and the least stable is <1>.


<1>
# C3H6N4

A single C3H6N4 molecule (ωB97M-V/def2-TZVPD, the OMol25 dataset).

Atoms and positions in Å:
C 1.400 0.326 -0.097
C 2.800 -0.073 0.267
C -2.721 0.205 0.251
N 0.548 0.754 -0.825
N -0.690 -0.464 1.057
N -0.713 0.867 -0.833
N -1.318 0.175 0.245
H 3.390 -0.444 -0.645
H 3.152 0.908 0.632
H 2.755 -0.686 1.146
H -3.290 -0.534 -0.332
H -3.017 0.077 1.312
H -3.072 1.167 -0.119

Frontier orbital gap   8.74 eV

Löwdin atomic charge list, values in e, 5 entries: -0.06, -0.05, -0.08, -0.03, 0.13


<2>
# C3H6N4

A single C3H6N4 molecule (ωB97M-V/def2-TZVPD, the OMol25 dataset).

Atoms and positions in Å:
N -1.477 -1.432 0.066
C -0.180 -0.784 0.020
C 1.134 -1.051 0.172
N 1.960 0.035 -0.018
C 1.076 1.020 -0.059
N -0.223 0.615 -0.240
N -1.442 1.335 0.059
H -2.329 -0.700 0.040
H -1.461 -2.064 -0.857
H 1.512 -2.079 0.055
H 1.192 2.137 0.210
H -1.502 1.443 1.133
H -1.315 2.284 -0.448

Structure (SMILES)   Nc1cncn1N
Frontier orbital gap   8.81 eV

Löwdin atomic charge list, values in e, 5 entries: 0.02, -0.34, -0.16, 0.06, -0.22


Of them, the most stable is <2> and the least stable is <1>.


<1>
# C6H12Cl6

A molecular structure, C6H12Cl6 (ωB97M-V/def2-TZVPD, the OMol25 dataset).

Atoms and positions in Å:
Cl 0.183 -1.257 -2.787
C -0.217 0.374 -2.212
C 1.006 0.996 -1.424
Cl 1.306 0.269 0.200
H -1.098 0.254 -1.582
H -0.425 0.982 -3.093
H 0.823 2.065 -1.312
H 1.937 0.908 -1.985
Cl -0.664 -2.320 1.720
C -1.902 -2.951 0.574
C -1.546 -2.509 -0.902
Cl -1.922 -0.725 -1.055
H -2.823 -2.516 0.963
H -2.050 -4.030 0.528
H -2.239 -2.972 -1.604
H -0.491 -2.682 -1.115
Cl 3.346 1.424 1.530
C 1.878 2.027 2.356
C 0.666 1.993 1.397
Cl -0.712 2.739 2.183
H 2.035 3.082 2.584
H 1.740 1.438 3.262
H 0.326 0.958 1.351
H 0.840 2.453 0.424

Frontier orbital gap   9.12 eV

Löwdin atomic charge list, values in e, 5 entries: 0.62, -0.71, -0.48, 0.64, -0.29


<2>
# C6H12Cl6

A molecular structure, C6H12Cl6 (ωB97M-V/def2-TZVPD, the OMol25 dataset).

Atoms and positions in Å:
Cl 2.787 -1.130 -3.999
C 1.927 -0.742 -2.449
C 1.546 -2.023 -1.594
Cl 0.720 -3.179 -2.739
H 1.029 -0.188 -2.722
H 2.603 -0.124 -1.858
H 0.967 -1.859 -0.685
H 2.426 -2.618 -1.351
Cl -1.755 -0.760 -1.559
C -0.766 0.138 -0.385
C -0.302 1.420 -0.900
Cl 0.756 1.227 -2.285
H 0.090 -0.435 -0.028
H -1.352 0.334 0.513
H 0.292 1.973 -0.172
H -1.183 2.004 -1.168
Cl -1.600 2.191 1.481
C -1.000 1.484 3.000
C -1.195 -0.033 3.018
Cl -2.964 -0.409 2.673
H -1.565 1.980 3.789
H 0.062 1.678 3.147
H -0.911 -0.376 4.013
H -0.608 -0.553 2.261

Frontier orbital gap   9.04 eV

Löwdin atomic charge list, values in e, 5 entries: 0.50, -0.81, -0.57, 0.48, -0.20


Of them, the most stable is <2> and the least stable is <1>.


<1>
# C6H12Cl6

A molecular structure, C6H12Cl6 (ωB97M-V/def2-TZVPD, the OMol25 dataset).

Atoms and positions in Å:
Cl -3.830 0.640 0.835
C -3.442 -0.993 0.545
C -2.782 -1.280 -0.819
Cl -4.003 -1.077 -2.129
H -4.418 -1.476 0.483
H -2.842 -1.381 1.367
H -2.522 -2.338 -0.791
H -1.874 -0.707 -1.008
Cl 2.675 -0.881 -0.128
C 3.238 0.712 -0.797
C 2.652 0.821 -2.201
Cl 2.877 2.555 -2.708
H 4.320 0.842 -0.812
H 2.934 1.467 -0.072
H 1.596 0.577 -2.317
H 3.129 0.193 -2.953
Cl -1.440 -0.844 2.040
C -0.315 0.311 1.260
C 1.056 0.387 1.910
Cl 0.915 0.930 3.601
H -0.758 1.305 1.187
H -0.293 -0.096 0.249
H 1.761 0.990 1.337
H 1.364 -0.658 1.921

Frontier orbital gap   10.23 eV

Löwdin atomic charge list, values in e, 5 entries: 0.62, -0.87, -0.63, 0.53, 0.05


<2>
# C6H12Cl6

3 unconnected molecules or ions with the total composition C6H12Cl6 (ωB97M-V/def2-TZVPD, the OMol25 dataset).

Atoms and positions in Å:
Cl 0.167 2.160 -2.175
C 1.417 1.116 -1.430
C 0.816 0.215 -0.375
Cl 0.350 1.128 1.076
H 2.174 1.736 -0.950
H 1.918 0.583 -2.231
H 1.610 -0.484 -0.101
H -0.019 -0.372 -0.747
Cl -2.897 3.079 1.945
C -1.697 2.734 3.214
C -2.006 3.358 4.542
Cl -3.562 2.817 5.235
H -0.749 3.146 2.870
H -1.616 1.654 3.313
H -2.003 4.444 4.491
H -1.288 3.030 5.291
Cl -1.113 -3.392 -2.870
C 0.444 -4.170 -2.548
C 1.532 -3.626 -3.428
Cl 1.886 -1.906 -3.114
H 0.331 -5.243 -2.718
H 0.600 -4.097 -1.473
H 1.267 -3.688 -4.481
H 2.440 -4.223 -3.336

Structure (SMILES)   ClCCCl.ClCCCl.ClCCCl
Frontier orbital gap   11.14 eV

Löwdin atomic charge list, values in e, 5 entries: 0.54, -0.68, -0.68, 0.59, 0.07


Of them, the most stable is <2> and the least stable is <1>.


<1>
# C10H11NO3S

A single C10H11NO3S molecule (ωB97M-V/def2-TZVPD, the OMol25 dataset).

Atoms and positions in Å:
C -3.437 0.557 0.201
C -2.968 0.459 -1.061
C -2.547 0.603 1.326
C -1.595 0.396 -1.286
C -1.172 0.557 1.075
C -0.683 0.451 -0.245
C 1.236 0.444 1.006
C -0.080 0.429 2.068
C 1.492 -1.169 -1.992
C 1.503 0.245 -1.340
N 0.725 0.383 -0.163
O 3.786 0.280 0.738
O 2.379 -1.687 0.925
O 2.666 -0.362 2.951
S 2.810 -0.391 1.513
H -4.567 0.579 0.514
H -3.621 0.387 -1.979
H -3.029 0.576 2.382
H -1.345 0.236 -2.403
H 0.064 1.071 2.885
H 0.047 -0.621 2.324
H 2.213 -1.316 -2.693
H 1.748 -2.052 -1.313
H 0.505 -1.421 -2.542
H 1.324 1.096 -1.979
H 2.546 0.272 -0.912

Frontier orbital gap   9.14 eV

Löwdin atomic charge list, values in e, 5 entries: -0.10, -0.12, -0.01, -0.01, -0.17


<2>
# C10H11NO3S

2 unconnected molecules or ions with the total composition C10H11NO3S (ωB97M-V/def2-TZVPD, the OMol25 dataset).

Atoms and positions in Å:
C 2.219 -0.846 -0.395
C 2.449 1.326 0.563
C 0.979 -0.535 -0.861
C 1.159 1.615 0.185
C 2.998 0.093 0.288
C 0.405 0.651 -0.551
C -3.126 0.030 0.988
C -2.092 -1.597 -1.590
C 4.355 -0.227 0.708
C -4.071 0.417 0.026
N -2.521 -2.575 -1.142
O -3.441 -0.536 2.085
O -1.795 0.368 0.768
O -1.509 2.395 -0.887
S -1.367 0.961 -0.837
H 2.746 -1.807 -0.573
H 2.959 1.919 1.227
H 0.310 -1.290 -1.325
H 0.698 2.532 0.431
H 4.334 -1.334 0.754
H 5.130 0.169 0.049
H 4.620 0.117 1.698
H -3.566 0.292 -0.954
H -4.945 -0.133 0.033
H -4.190 1.469 0.053
H -2.738 -3.472 -0.740

Frontier orbital gap   9.66 eV

Löwdin atomic charge list, values in e, 5 entries: -0.03, -0.03, -0.11, -0.02, -0.29


Of them, the most stable is <1> and the least stable is <2>.